The following is a DFT calculation (ωB97M-V with the def2-TZVPD basis set) of a cluster of 2 separate species, C3H8I2Si in total at a distorted geometry.

Last column: Löwdin charge in e.
Atoms and positions in Å:
C  0.7027  -0.2281  0.7213  -0.139
C  0.2761  1.2008  -1.3359  -0.158
C  0.0322  -0.0452  -0.6243  -0.244
Si  -2.8791  -0.3185  0.7506  -0.285
I  -4.5606  -1.8710  -0.1065  0.276
I  -3.5234  2.0204  0.0517  0.223
H  1.5594  0.3955  0.7609  0.051
H  0.1900  0.1327  1.6157  0.059
H  0.9796  -1.2748  0.8742  0.078
H  -0.2042  1.0628  -2.3565  0.096
H  1.4035  1.2639  -1.3437  0.099
H  -0.0021  2.2126  -1.0828  0.059
H  -0.4856  -0.8145  -1.1544  0.055
H  -2.6957  -0.5442  2.1657  -0.170

Forces on the atoms, in the same order (eV/Å):
-0.696 -0.808 -0.508
0.597 -0.304 -2.588
-0.987 0.615 2.457
0.556 0.673 -1.852
0.009 0.035 0.151
0.098 -0.637 0.489
1.320 0.392 -0.273
-0.653 -0.209 -0.155
0.034 0.142 0.173
1.163 0.380 0.801
-0.750 0.080 -0.711
-0.644 0.102 1.155
0.109 -0.601 0.027
-0.154 0.140 0.833

Values from the calculation:
- Relative energy (zero: lowest compared OMol25 entry of this formula, charge and spin): 72.9 kcal per mole
- Spin multiplicity: 1
- HOMO energy (spin up / spin down): -7.75 / -7.69 eV
- E_tot: -1003.92198 Ha
- Maximum force: 2.72 eV/Å